(1)
18
Properties=species:S:1:pos:R:3:mulliken_charge:R:1 method="wB97M-V/def2-TZVPD" relative_energy_ev=0.000 homo_energy_ev=-4.30 smiles="CN(C)CC(F)(F)C(=O)[O-]" total_energy_ha=-600.28181 mol_weight_g_mol=152.120 homo_lumo_gap_ev=8.0 charge=-1 e_lumo_ev=3.7
C 1.31 -1.03 -1.53 -1.0518
N 0.75 -0.06 -0.60 0.0034
C 1.32 -0.37 0.67 -1.0830
C -0.65 0.12 -0.77 -0.7790
C -1.32 1.41 0.41 0.8299
F -0.45 2.36 0.73 -0.2727
F -2.33 1.98 -0.31 -0.3333
C -1.79 0.58 1.63 0.3418
O -2.03 -0.61 1.42 -0.6685
O -1.67 1.10 2.75 -0.7171
H 0.80 -1.97 -1.47 0.3287
H 1.22 -0.51 -2.48 0.3757
H 2.36 -1.18 -1.14 0.3307
H 2.17 -0.97 0.57 0.5082
H 1.58 0.59 1.12 0.2378
H 0.69 -0.95 1.38 0.2701
H -1.23 -0.78 -0.51 0.3774
H -0.74 0.30 -1.86 0.3019

---

(2)
16
Properties=species:S:1:pos:R:3:mulliken_charge:R:1 method="wB97M-V/def2-TZVPD" relative_energy_ev=4.291 homo_energy_ev="-9.35 / -9.14" smiles=CCC#C[Si](C)(F)F total_energy_ha=-684.46249 mol_weight_g_mol=134.201 homo_lumo_gap_ev="8.8 / 8.4" e_lumo_ev="-0.5 / -0.8"
C -2.28 0.82 -0.95 -1.0053
C -1.89 -0.55 -0.39 -0.1077
C -0.50 -0.51 -0.03 0.0911
C 0.87 -1.37 0.29 -0.5461
Si 2.56 -0.61 0.21 0.7053
C 3.16 -0.08 -1.49 -0.9815
F 3.86 -1.36 0.76 -0.2560
F 2.42 0.69 1.10 -0.2539
H -3.31 0.97 -1.03 0.3583
H -1.80 0.98 -1.94 0.2780
H -1.85 1.50 -0.18 0.2946
H -1.94 -1.33 -1.11 0.2451
H -2.50 -0.86 0.47 0.2787
H 2.46 0.42 -2.21 0.3351
H 4.07 0.68 -1.44 0.2291
H 3.36 -0.96 -2.04 0.3352

---

(3)
20
Properties=species:S:1:pos:R:3:mulliken_charge:R:1 method="wB97M-V/def2-TZVPD" relative_energy_ev=3.646 homo_energy_ev="-15.84 / -15.40" total_energy_ha=-1056.58194 mol_weight_g_mol=199.201 homo_lumo_gap_ev="7.0 / 6.5" charge=+2 e_lumo_ev="-8.9 / -8.9"
C -0.68 -0.44 0.63 -0.3102
C 1.92 -0.25 -0.24 -0.1073
C -0.31 -0.98 -0.50 -0.1209
C 0.25 0.40 1.36 0.0678
C -0.49 2.21 -0.14 0.7558
N 0.95 -0.89 -0.99 -0.1641
N 1.58 0.31 0.90 0.0312
N -1.25 -1.75 -1.38 -0.2074
F 0.64 2.90 -0.44 -0.2065
F -1.02 1.78 -1.32 -0.2042
F -1.30 2.86 0.68 -0.1568
S 0.17 0.99 2.95 -0.1035
H -1.61 -0.57 0.98 0.4468
H 2.94 -0.27 -0.77 0.3795
H 1.26 -1.70 -1.56 0.3329
H 2.26 0.81 1.31 0.1119
H -2.20 -1.61 -0.83 0.4208
H -1.04 -2.74 -1.46 0.3578
H -1.04 -1.33 -2.35 0.4276
H -1.03 0.27 3.18 0.2487

---

(4)
20
Properties=species:S:1:pos:R:3:mulliken_charge:R:1 method="wB97M-V/def2-TZVPD" relative_energy_ev=1.139 homo_energy_ev=-9.12 total_energy_ha=-779.50460 mol_weight_g_mol=188.124 homo_lumo_gap_ev=9.6 e_lumo_ev=0.5
C -0.29 1.46 -0.16 -0.6935
C 1.16 1.39 -0.39 -0.6931
C -0.83 0.01 -0.43 -0.0171
C 1.15 -0.62 0.71 0.7517
C -2.33 -0.07 0.00 0.7093
N -0.19 -0.83 0.48 -0.1891
N 1.85 -1.67 1.23 -0.6337
O 1.80 0.45 0.56 -0.3706
F 1.19 -0.79 -1.84 -0.8218
F -2.89 -1.21 -0.43 -0.2441
F -2.54 0.03 1.35 -0.2665
F -3.16 0.91 -0.58 -0.3029
H -0.56 1.74 0.79 0.4461
H -0.63 2.14 -0.95 0.3047
H 1.46 0.87 -1.35 0.4357
H 1.58 2.34 -0.25 0.3995
H -0.71 -0.26 -1.50 0.3184
H -0.55 -1.73 0.83 0.3390
H 1.70 -2.57 0.72 0.2607
H 2.78 -1.59 1.23 0.2673

---

(5)
22
Properties=species:S:1:pos:R:3:mulliken_charge:R:1 method="wB97M-V/def2-TZVPD" relative_energy_ev=1.553 homo_energy_ev=-13.47 smiles="CN1C(F)=C(F)C(F)(F)N(C)[P@]1(=[NH2+])F" total_energy_ha=-1200.02537 mol_weight_g_mol=236.104 homo_lumo_gap_ev=10.3 charge=+1 e_lumo_ev=-3.1
C 0.12 -2.61 -0.32 -0.9083
N 0.93 -1.35 -0.05 0.2275
C 2.34 -1.38 0.08 0.2086
F 2.81 -2.54 0.35 -0.2434
C 3.07 -0.27 0.04 0.1569
F 4.35 -0.23 0.29 -0.2589
C 2.26 1.07 -0.11 0.7747
F 1.74 1.03 -1.44 -0.3013
F 2.93 2.16 0.06 -0.2508
N 1.08 1.10 0.71 0.0161
C 0.67 2.50 0.90 -0.9642
P 0.01 -0.06 0.18 0.7209
N -1.28 0.03 -0.84 -0.4426
F -0.91 -0.18 1.44 -0.2779
H -0.98 -2.40 -0.50 0.3799
H 0.66 -3.31 -1.09 0.3218
H 0.12 -3.23 0.71 0.3128
H -0.40 2.55 0.92 0.3541
H 1.03 2.86 1.99 0.2769
H 1.04 3.07 0.13 0.4071
H -1.97 0.73 -0.59 0.2488
H -1.28 -0.13 -1.81 0.2413

---

(6)
21
Properties=species:S:1:pos:R:3:mulliken_charge:R:1 method="wB97M-V/def2-TZVPD" homo_energy_ev=-3.16 smiles="FC(F)(F)C(F)(F)CCCN=[PH2][S-]" total_energy_ha=-1488.97121 mol_weight_g_mol=240.157 homo_lumo_gap_ev=6.3 charge=-1 e_lumo_ev=3.2
F -3.43 2.15 -1.06 -0.2492
C -2.81 0.92 -1.09 0.5246
F -3.82 -0.07 -1.10 -0.2708
F -2.15 0.78 -2.30 -0.2352
C -1.92 0.65 0.20 0.8556
F -2.67 1.18 1.30 -0.3219
F -1.87 -0.73 0.40 -0.2911
C -0.52 1.38 0.22 -0.8567
C 0.60 0.71 -0.69 -0.4472
C 1.22 -0.63 -0.11 -0.5191
N 1.98 -0.45 1.15 -0.6249
P 2.79 -1.99 1.38 0.1882
S 4.63 -2.02 0.71 -0.5773
H -0.71 2.43 -0.20 0.2773
H -0.19 1.54 1.29 0.3834
H 0.28 0.51 -1.76 0.2185
H 1.45 1.48 -0.76 0.3528
H 1.97 -1.00 -0.91 0.2997
H 0.47 -1.47 0.03 0.1940
H 2.04 -2.94 0.57 0.0450
H 2.65 -2.44 2.73 0.0546

---

(7)
16
Properties=species:S:1:pos:R:3:mulliken_charge:R:1 method="wB97M-V/def2-TZVPD" relative_energy_ev=5.412 homo_energy_ev=-9.52 smiles=FC[C@@H]1NC[C@@H]2O[C@H]12 total_energy_ha=-425.00621 mol_weight_g_mol=117.123 homo_lumo_gap_ev=10.3 e_lumo_ev=0.8
F 0.46 -1.66 1.87 -0.3100
C 1.21 -0.53 1.37 -0.4306
C 0.09 0.34 0.68 0.0884
N -0.67 -0.80 0.07 -0.5843
C -1.58 0.02 -0.90 -0.5359
C -0.70 1.13 -1.33 -0.1676
O 0.68 0.59 -1.76 -0.4132
C 0.57 1.22 -0.48 -0.3313
H 1.65 0.15 2.11 0.3557
H 2.12 -0.76 0.50 0.2389
H -0.48 0.78 1.49 0.4377
H -1.47 -1.01 0.89 0.2565
H -2.60 0.14 -0.52 0.3455
H -1.49 -0.84 -1.77 0.2139
H -1.03 2.15 -1.64 0.3881
H 0.92 2.22 -0.30 0.4482

---

(8)
16
Properties=species:S:1:pos:R:3:mulliken_charge:R:1 method="wB97M-V/def2-TZVPD" relative_energy_ev=2.623 homo_energy_ev=-8.43 total_energy_ha=-748.00952 mol_weight_g_mol=133.191 homo_lumo_gap_ev=9.2 e_lumo_ev=0.8
C -1.83 1.60 -0.33 -0.7746
N -0.98 0.92 -1.23 -0.3026
C 0.23 1.13 -1.22 0.1363
F 0.87 2.00 -0.40 -0.2569
H -2.74 1.91 -0.77 0.2953
H -1.86 0.87 0.53 0.2703
H -1.32 2.47 0.12 0.2823
H 1.01 0.69 -1.91 0.3593
C 2.16 -0.93 1.00 -1.0784
C 0.91 -1.71 0.83 0.4106
C -0.25 -2.05 0.63 0.0466
S -1.75 -2.58 0.37 -0.3548
H 2.55 -0.79 0.03 0.2626
H 2.78 -1.58 1.72 0.2949
H 2.06 0.03 1.51 0.2723
H -1.83 -1.97 -0.89 0.1369

---

(9)
19
Properties=species:S:1:pos:R:3:mulliken_charge:R:1 method="wB97M-V/def2-TZVPD" relative_energy_ev=3.090 homo_energy_ev=-9.00 total_energy_ha=-768.52446 mol_weight_g_mol=355.496 homo_lumo_gap_ev=9.5 e_lumo_ev=0.5
O -1.46 0.03 0.20 -0.8081
C -1.82 -0.43 -0.99 0.5333
C -0.70 -1.32 -1.50 -0.6049
O 0.28 -2.03 -0.24 -0.4897
C 0.34 -0.90 0.47 1.0845
O 0.43 -1.15 1.79 -0.3324
O 0.77 0.03 -0.30 -0.8073
C 1.44 -0.47 2.53 -0.1861
H -0.24 -1.21 -2.49 0.3430
F -1.89 0.68 -1.94 -0.3607
H -2.82 -0.87 -1.03 0.2809
H -1.23 -2.26 -1.73 0.2808
H 1.86 -1.23 3.20 0.3018
H 2.25 -0.12 1.88 0.3176
C 0.84 0.67 3.33 -0.9468
H 1.57 1.03 4.06 0.3759
H 0.55 1.51 2.68 0.1553
H -0.05 0.34 3.88 0.2736
Tl -0.42 1.91 -0.32 0.5890

---

(10)
18
Properties=species:S:1:pos:R:3:mulliken_charge:R:1 method="wB97M-V/def2-TZVPD" multiplicity=3 homo_energy_ev="-14.72 / -16.59" total_energy_ha=-773.77694 mol_weight_g_mol=341.011 homo_lumo_gap_ev="7.8 / 5.4" charge=+2 e_lumo_ev="-6.9 / -11.2" s_squared=2.001
C 0.84 -0.28 3.73 -0.3285
C 0.38 -0.79 4.76 -0.2971
H 1.72 0.06 3.21 0.3507
H 0.46 1.26 1.75 0.2951
H -0.30 -1.45 5.29 0.3166
Hg -2.75 -1.78 1.12 0.9550
O -0.13 0.82 -1.16 -0.2954
Mg 0.81 3.06 -0.82 0.5716
O 0.19 1.61 0.76 -0.3484
C -0.45 0.66 0.10 0.9452
O -0.91 -0.34 0.63 -0.4607
C -0.62 -0.07 -2.21 -0.0721
C 0.58 -0.51 -3.00 -1.1490
H -1.11 -0.91 -1.71 0.1855
H -1.32 0.52 -2.82 0.3085
H 1.15 -1.27 -2.46 0.3362
H 0.23 -0.93 -3.95 0.3825
H 1.24 0.35 -3.22 0.3043

---

(11)
15
Properties=species:S:1:pos:R:3:mulliken_charge:R:1 method="wB97M-V/def2-TZVPD" relative_energy_ev=2.241 homo_energy_ev=-9.00 total_energy_ha=-790.57399 mol_weight_g_mol=321.927 homo_lumo_gap_ev=8.9 e_lumo_ev=-0.2
C -0.05 -1.04 0.70 -0.7488
C 0.54 -0.16 -0.34 -0.2002
C -0.42 0.42 0.52 0.3985
C 0.29 -1.05 -2.16 -0.9125
C -0.22 1.51 1.59 -1.2970
I 2.52 0.59 -0.45 0.0707
I -2.41 0.63 -0.54 -0.0250
H -0.80 -1.71 0.52 0.2792
H 0.27 -1.13 1.76 0.2927
H 1.28 -1.51 -2.20 0.4449
H -0.04 -0.17 -2.76 0.3274
H -0.62 -1.71 -2.12 0.2602
H -0.03 2.43 1.02 0.4009
H 0.75 1.43 2.16 0.3314
H -1.06 1.48 2.31 0.3774

---

(12)
16
Properties=species:S:1:pos:R:3:mulliken_charge:R:1 method="wB97M-V/def2-TZVPD" relative_energy_ev=0.546 homo_energy_ev=-9.55 smiles=ICC1(CI)COC1 total_energy_ha=-865.87591 mol_weight_g_mol=337.926 homo_lumo_gap_ev=9.6 e_lumo_ev=0.0
I -1.77 2.61 0.43 0.0449
C 0.25 1.99 -0.05 -1.1986
C 0.63 0.55 0.51 1.0466
C 1.88 -0.04 -0.24 -1.3889
I 1.26 -0.84 -2.21 0.0405
C -0.45 -0.58 0.72 -0.4891
O -0.16 -0.56 2.20 -0.3872
C 0.65 0.60 2.08 -0.5584
H 0.29 2.08 -1.15 0.4865
H 1.01 2.77 0.32 0.3846
H 2.25 -0.84 0.38 0.5384
H 2.66 0.73 -0.31 0.4682
H -1.44 -0.20 0.45 0.1560
H -0.40 -1.66 0.36 0.3055
H 0.14 1.49 2.51 0.2700
H 1.67 0.37 2.47 0.2811